# 1
# C4H7NO

C4H7NO in the gas phase (ωB97M-V/def2-TZVPD, OMol25).

Last column: Mulliken charge in e.
CARTESIAN COORDINATES (ANGSTROEM)
O -0.5243 -3.0284 -1.4006  -0.47
N 0.4103 -0.1134 0.3434  -0.41
C 0.6110 -1.0148 -0.7723  -0.42
C -0.3772 2.0374 1.1220  -0.98
C -0.0039 -2.3766 -0.5281  0.04
C -0.2368 0.9499 0.1044  0.14
H 0.1976 1.7820 2.0143  0.26
H 0.0109 2.9707 0.6968  0.28
H 1.6960 -1.1739 -0.8611  0.29
H 0.0772 -2.7550 0.5110  0.36
H -1.4231 2.2165 1.3945  0.29
H -0.6796 1.1409 -0.8875  0.30
H 0.2420 -0.6352 -1.7369  0.31

Output
Charge = 0
Electronic energy = -7798.07093 eV
F_max = 0.00988 hartree/bohr
HOMO = -9.72 eV
Orbital gap = 10.7 eV



# 2
# C4H7NO

C4H7NO in the gas phase (ωB97M-V/def2-TZVPD, OMol25).

Last column: Mulliken charge in e.
CARTESIAN COORDINATES (ANGSTROEM)
O 1.0279 -0.8311 0.8988  -0.43
N -1.2560 0.9665 0.3933  -0.63
C 1.8447 0.2113 0.3711  -0.38
C 0.7774 -0.3933 -0.4271  -0.06
C -1.7521 -0.3349 -0.0513  -0.49
C -0.5483 0.2655 -0.6676  -0.02
H -1.5851 -1.1812 0.6123  0.23
H -2.7050 -0.3273 -0.5737  0.27
H -0.7763 0.8397 1.2823  0.30
H 1.0678 -1.1076 -1.2010  0.36
H 2.8820 -0.0644 0.1815  0.27
H -0.6386 0.7331 -1.6473  0.36
H 1.6937 1.1905 0.8238  0.21

Output
Charge = 0
Electronic energy = -7796.69705 eV
F_max = 0.00618 hartree/bohr
HOMO = -9.58 eV
Orbital gap = 10.7 eV



# 3
# C4H7NO

C4H7NO in the gas phase (ωB97M-V/def2-TZVPD, OMol25).

Last column: Mulliken charge in e.
CARTESIAN COORDINATES (ANGSTROEM)
O 0.4852 1.0082 -0.4261  -0.40
N 2.4246 -0.0455 0.1875  -0.68
C 0.3546 -1.1596 0.7396  -1.07
C -0.9294 0.9609 -0.4339  -0.36
C 1.1605 -0.0348 0.1517  0.72
C -1.5484 -0.1237 -1.1806  -0.38
H -1.2595 1.8224 -1.0557  0.35
H 2.7911 0.7945 -0.2634  0.28
H -0.2692 -0.8193 1.5745  0.33
H 1.0439 -1.9241 1.0959  0.29
H -2.6283 -0.0492 -0.9362  0.20
H -0.2986 -1.5961 -0.0274  0.36
H -1.3264 1.1663 0.5741  0.37

Output
Charge = 0
Electronic energy = -7794.66938 eV
F_max = 0.00804 hartree/bohr
HOMO = -9.60 eV
Orbital gap = 8.8 eV



# 4
# C4H7NO

2 unconnected molecules or ions with the total composition C4H7NO (ωB97M-V/def2-TZVPD, OMol25).

Last column: Mulliken charge in e.
CARTESIAN COORDINATES (ANGSTROEM)
O 0.6998 1.5787 -0.8364  -0.50
N -1.5383 -1.0108 -0.2353  -0.46
C 1.7212 0.8297 -0.3479  0.08
C 1.7485 -0.4992 -0.2672  -0.84
C -1.2043 -0.3292 1.0633  -0.15
C -2.0978 0.2500 0.3638  -0.24
H -0.0146 0.9715 -1.0872  0.34
H 0.9068 -1.0990 -0.6105  0.34
H -2.1906 -1.7783 -0.0333  0.20
H 2.6173 -1.0036 0.1395  0.23
H 2.5418 1.4641 -0.0210  0.35
H -0.4551 -0.4297 1.8291  0.34
H -2.7348 1.0557 0.0431  0.30

Output
Charge = 0
Electronic energy = -7794.51805 eV
F_max = 0.00760 hartree/bohr
HOMO = -8.81 eV
Orbital gap = 9.9 eV



# 5
# C4H7NO

C4H7NO in the gas phase (ωB97M-V/def2-TZVPD, OMol25).

Last column: Mulliken charge in e.
CARTESIAN COORDINATES (ANGSTROEM)
O -2.9238 -0.4871 1.2587  -0.47
N 0.1402 -0.2059 -0.3398  -0.16
C -0.9577 0.5128 0.2411  -0.38
C -1.7586 -0.5630 0.9659  0.04
C 1.1419 0.2229 -1.2569  -0.33
C 1.4970 -0.2874 0.1049  -0.58
H 1.3209 1.2803 -1.4486  0.26
H 1.8604 -1.2985 0.2644  0.23
H -1.5806 0.9324 -0.5581  0.30
H 1.8981 0.4430 0.8070  0.26
H -1.1484 -1.4741 1.1622  0.31
H -0.7095 1.3374 0.9334  0.31
H 1.2200 -0.4128 -2.1342  0.22

Output
Charge = 0
Electronic energy = -7796.97194 eV
F_max = 0.00908 hartree/bohr
HOMO = -9.25 eV
Orbital gap = 10.3 eV



# 6
# C4H7NO2

C4H7NO2 in the gas phase at a distorted geometry (ωB97M-V/def2-TZVPD, OMol25).

Last column: Mulliken charge in e.
CARTESIAN COORDINATES (ANGSTROEM)
O 0.5413 1.6815 -0.7294  -0.57
O 0.1366 -0.5753 1.7067  -0.49
N -1.6279 0.0052 0.2645  -0.55
C -0.8145 -0.3706 -0.8849  -0.62
C 1.2753 -0.3336 0.4043  -0.56
C -1.0939 -0.1414 1.4189  0.16
C 0.5741 0.2810 -0.7285  0.29
H 1.4392 -0.0607 -1.3766  0.25
H -0.3624 1.9764 -0.5619  0.39
H -1.6870 0.1599 2.2982  0.39
H -1.3139 -0.0177 -1.7959  0.31
H 1.4599 -1.3896 0.2323  0.32
H -0.6877 -1.4615 -0.9754  0.35
H 2.1610 0.2464 0.7278  0.32

Output
Charge = 0
Electronic energy = -9844.60018 eV
F_max = 0.07335 hartree/bohr
HOMO = -9.77 eV
Orbital gap = 10.5 eV



Question: The highest electronic energy belongs to which entry?
Answer: number 4